[1]
{"formula": "C18H19NO4", "method": "the ωB97M-V functional and the def2-TZVPD basis", "species": ["C", "C", "H", "H", "O", "C", "N", "C", "C", "C", "C", "C", "O", "O", "C", "H", "C", "O", "C", "C", "C", "C", "C", "C", "H", "C", "H", "H", "H", "C", "H", "H", "H", "H", "H", "H", "H", "H", "H", "H", "H", "H"], "xyz": [[-3.953, -1.994, -1.170], [-2.655, -1.338, -1.621], [-2.833, -0.288, -1.876], [-2.235, -1.866, -2.480], [-1.642, -1.418, -0.624], [-1.711, -0.570, 0.398], [-2.687, 0.328, 0.416], [-2.766, 1.187, 1.418], [-1.877, 1.207, 2.478], [-0.849, 0.278, 2.468], [-0.741, -0.634, 1.425], [0.423, -1.546, 1.437], [1.243, -1.560, 2.324], [0.501, -2.327, 0.352], [1.730, -3.003, 0.168], [1.963, -3.634, 1.034], [2.930, -2.068, -0.045], [4.051, -2.515, -0.026], [2.617, -0.633, -0.205], [3.379, 0.290, 0.506], [3.040, 1.627, 0.476], [1.958, 2.080, -0.270], [1.221, 1.164, -1.028], [1.556, -0.180, -0.985], [0.983, -0.883, -1.572], [0.062, 1.618, -1.861], [-0.344, 0.789, -2.436], [0.364, 2.405, -2.551], [-0.729, 2.018, -1.226], [1.589, 3.530, -0.263], [2.245, 4.092, 0.397], [1.665, 3.950, -1.266], [0.561, 3.660, 0.073], [3.621, 2.336, 1.048], [4.208, -0.061, 1.100], [1.598, -3.637, -0.713], [-0.109, 0.241, 3.254], [-1.980, 1.922, 3.277], [-3.588, 1.888, 1.353], [-3.767, -3.020, -0.863], [-4.666, -1.992, -1.989], [-4.374, -1.443, -0.333]], "atomic_forces_ev_per_a": [[0.365, 0.135, 0.049], [-0.524, 0.048, -0.339], [0.081, -0.167, -0.059], [-0.010, 0.109, 0.098], [0.060, -0.111, -0.012], [0.035, 0.432, 0.499], [0.027, -0.348, -0.440], [0.103, 0.113, 0.256], [-0.009, 0.005, -0.014], [-0.071, -0.158, -0.243], [-0.233, 0.106, -0.109], [0.177, -0.073, 0.350], [-0.068, -0.097, -0.128], [-0.105, -0.094, 0.017], [0.453, -0.464, 0.216], [0.012, 0.096, -0.204], [-0.263, -0.204, 0.033], [-0.117, -0.041, 0.041], [0.293, 0.634, -0.092], [-0.118, -0.241, -0.124], [-0.010, 0.021, -0.030], [0.057, -0.130, 0.018], [0.082, -0.023, -0.020], [0.270, 0.001, 0.035], [-0.123, -0.040, -0.009], [0.046, 0.024, 0.047], [-0.069, -0.034, -0.055], [-0.062, 0.068, -0.084], [-0.121, 0.053, -0.021], [0.003, -0.041, -0.016], [0.011, 0.067, 0.027], [-0.033, 0.104, -0.050], [-0.079, 0.094, 0.009], [0.044, 0.088, 0.062], [0.082, -0.041, 0.072], [0.007, 0.077, 0.093], [0.063, -0.010, 0.035], [-0.022, 0.072, 0.063], [-0.032, 0.106, 0.106], [-0.019, -0.117, -0.002], [-0.101, -0.018, -0.095], [-0.084, -0.002, 0.015]], "nbo_charge": [-0.64, -0.07, 0.20, 0.19, -0.48, 0.56, -0.51, 0.08, -0.31, -0.08, -0.27, 0.80, -0.60, -0.49, -0.19, 0.23, 0.57, -0.52, -0.18, -0.15, -0.24, 0.09, -0.05, -0.18, 0.22, -0.64, 0.22, 0.22, 0.22, -0.65, 0.22, 0.22, 0.22, 0.21, 0.23, 0.22, 0.24, 0.23, 0.20, 0.21, 0.22, 0.22], "multiplicity": 1, "total_charge": 0, "smiles": "CCOc1ncccc1C(=O)OCC(=O)c1ccc(C)c(C)c1", "de_lowest_kcal_mol": 22.26, "orbital_gap_ev": 9.19, "total_energy_ev": -28654.877}



[2]
{"formula": "C4H9N", "method": "the ωB97M-V functional and the def2-TZVPD basis", "species": ["C", "C", "C", "C", "H", "H", "H", "H", "H", "H", "H", "H", "H", "N"], "xyz": [[-1.932, 0.244, -0.183], [-0.729, -0.597, 0.164], [1.367, 0.872, 0.091], [1.727, -0.546, -0.131], [-2.933, -0.102, 0.164], [-1.841, 1.266, 0.277], [-1.969, 0.360, -1.300], [-0.471, -0.455, 1.206], [-0.885, -1.669, -0.072], [1.782, 1.564, -0.588], [1.194, 1.232, 1.098], [1.822, -1.250, 0.714], [2.432, -0.853, -0.905], [0.436, -0.066, -0.536]], "atomic_forces_ev_per_a": [[-0.958, 1.256, -0.566], [0.404, 0.455, 0.368], [-0.557, -0.920, 0.439], [0.723, -1.092, 0.308], [0.859, -0.267, -0.165], [0.123, -0.783, -0.586], [-0.081, -0.018, 1.020], [-0.435, -0.583, 0.865], [0.304, 0.617, 0.050], [0.250, 0.906, -0.533], [-0.112, -0.128, 0.110], [-0.416, 0.593, -0.063], [-0.247, 0.369, -0.087], [0.142, -0.405, -1.161]], "nbo_charge": [-0.62, -0.22, -0.26, -0.26, 0.21, 0.20, 0.22, 0.16, 0.20, 0.20, 0.19, 0.18, 0.19, -0.41], "multiplicity": 1, "total_charge": 0, "smiles": "CCN1CC1", "de_lowest_kcal_mol": 31.42, "orbital_gap_ev": 10.16, "total_energy_ev": -5782.450}



[3]
{"formula": "C3H10NOS", "method": "the ωB97M-V functional and the def2-TZVPD basis", "species": ["C", "O", "C", "C", "S", "N", "H", "H", "H", "H", "H", "H", "H", "H", "H", "H"], "xyz": [[1.019, -0.236, -0.995], [2.288, -0.122, -0.384], [-0.110, -0.458, 0.085], [-1.245, 0.456, -0.342], [-2.503, 0.452, 1.019], [0.538, -0.042, 1.371], [0.818, -0.999, -1.764], [0.831, 0.658, -1.601], [2.858, -0.297, -1.142], [-0.522, -1.472, 0.031], [-1.803, 0.037, -1.168], [-0.921, 1.490, -0.540], [-3.486, 0.321, 0.176], [0.281, -0.628, 2.178], [0.384, 0.923, 1.701], [1.574, -0.083, 1.375]], "atomic_forces_ev_per_a": [[-1.278, 0.092, -0.806], [-0.994, -0.863, -0.910], [1.350, 1.143, -1.560], [-0.563, 0.195, 1.342], [0.938, 0.425, 0.232], [-0.303, -0.244, 2.109], [1.007, -0.476, 0.468], [-0.202, 0.425, 0.515], [1.048, 0.028, 0.361], [0.813, -0.061, 0.935], [0.280, 0.049, -0.536], [-0.287, -0.139, 0.107], [-1.496, -0.063, -0.622], [-0.131, -0.067, -0.202], [-0.309, -0.048, -0.486], [0.126, -0.397, -0.947]], "nbo_charge": [-0.09, -0.71, -0.11, -0.56, 0.74, -0.71, 0.23, 0.20, 0.53, 0.27, 0.30, 0.31, 0.18, 0.46, 0.45, 0.51], "multiplicity": 2, "total_charge": 2, "de_lowest_kcal_mol": 19.99, "orbital_gap_ev": [10.61, 5.51], "total_energy_ev": -17625.058}



[4]
{"formula": "C12H32BO8", "method": "the ωB97M-V functional and the def2-TZVPD basis", "species": ["C", "C", "O", "O", "C", "C", "B", "O", "O", "H", "H", "H", "H", "H", "H", "H", "H", "C", "C", "O", "H", "H", "H", "H", "H", "H", "C", "C", "O", "H", "H", "H", "H", "H", "H", "C", "C", "O", "H", "H", "H", "H", "H", "H", "C", "C", "O", "H", "H", "H", "H", "H", "H"], "xyz": [[-1.595, -3.263, 1.099], [-2.424, -3.609, -0.111], [-2.790, -4.717, -0.263], [-2.800, -2.677, -0.977], [-1.781, -1.691, -1.292], [-0.713, -2.212, -2.265], [0.694, -2.100, -1.729], [1.562, -3.218, -1.742], [1.223, -0.862, -1.238], [-1.326, -4.140, 1.664], [-0.668, -2.813, 0.754], [-2.116, -2.576, 1.735], [-2.315, -0.871, -1.774], [-1.314, -1.258, -0.403], [-0.913, -3.263, -2.509], [0.967, -3.958, -1.884], [1.088, -0.883, -0.282], [-0.930, 1.706, -4.022], [-0.517, 2.722, -2.971], [-0.395, 2.116, -1.693], [-1.882, 1.247, -3.752], [-1.029, 2.177, -5.003], [-0.201, 0.903, -4.095], [-1.266, 3.512, -2.887], [0.444, 3.184, -3.237], [0.278, 1.424, -1.765], [0.503, -0.914, 5.026], [-0.399, -0.815, 3.812], [-1.096, -2.040, 3.582], [1.227, -1.722, 4.898], [1.040, 0.019, 5.190], [-0.079, -1.141, 5.922], [0.186, -0.608, 2.916], [-1.128, -0.010, 3.942], [-1.626, -2.225, 4.366], [2.879, 1.250, -7.658], [1.661, 1.662, -6.849], [1.125, 0.564, -6.129], [2.619, 0.454, -8.357], [3.282, 2.095, -8.222], [3.663, 0.863, -7.004], [0.873, 2.030, -7.507], [1.921, 2.461, -6.144], [1.810, 0.238, -5.533], [0.911, 2.703, 7.766], [-0.003, 2.772, 6.556], [-0.692, 1.540, 6.363], [1.637, 1.898, 7.649], [1.448, 3.643, 7.906], [0.337, 2.492, 8.672], [0.574, 2.962, 5.652], [-0.736, 3.577, 6.672], [-1.215, 1.370, 7.154]], "atomic_forces_ev_per_a": [[0.367, 0.418, -0.913], [0.904, 1.181, 0.686], [-1.373, -3.209, -0.386], [0.451, 0.770, 0.164], [0.494, 1.203, -1.987], [0.683, -0.732, 1.903], [-1.156, -0.205, -1.222], [0.564, 0.318, 0.173], [0.130, -0.106, 0.617], [-0.202, -0.405, 0.007], [0.150, 0.224, 0.169], [-0.159, 0.402, 0.142], [-0.601, 0.012, 0.311], [-0.363, -0.031, 0.307], [-0.410, 0.071, -0.364], [0.135, -0.064, -0.103], [0.285, 0.229, -0.049], [-0.114, 0.141, 0.089], [0.124, -0.421, -0.024], [0.073, 0.253, 0.073], [-0.016, 0.046, 0.030], [0.038, -0.043, -0.019], [-0.010, -0.017, -0.028], [0.039, 0.028, 0.125], [-0.084, 0.120, -0.141], [-0.179, -0.286, 0.108], [0.193, -0.202, -0.098], [-0.202, -0.105, 0.309], [0.194, 0.161, 0.323], [-0.002, 0.019, -0.096], [-0.031, 0.001, 0.066], [-0.016, 0.136, 0.026], [-0.080, -0.094, -0.071], [0.131, 0.128, -0.027], [0.042, 0.013, -0.046], [-0.006, 0.026, -0.080], [0.247, -0.254, 0.298], [0.085, 0.042, -0.321], [-0.043, 0.034, -0.019], [0.031, -0.016, 0.014], [0.021, 0.080, 0.017], [-0.073, -0.040, 0.060], [-0.006, 0.133, -0.136], [-0.158, -0.081, 0.047], [0.053, -0.031, -0.023], [-0.173, -0.118, 0.319], [-0.022, 0.116, -0.032], [0.021, 0.032, -0.051], [-0.011, -0.006, 0.031], [-0.016, 0.091, 0.009], [-0.075, -0.081, -0.064], [0.112, 0.117, -0.058], [0.016, 0.002, -0.067]], "nbo_charge": [-0.73, 0.81, -0.62, -0.52, -0.08, -1.00, 0.95, -0.93, -0.96, 0.22, 0.23, 0.24, 0.16, 0.13, 0.17, 0.48, 0.46, -0.63, -0.05, -0.74, 0.21, 0.19, 0.23, 0.16, 0.14, 0.49, -0.62, -0.06, -0.72, 0.20, 0.21, 0.19, 0.18, 0.16, 0.46, -0.63, -0.06, -0.71, 0.21, 0.20, 0.20, 0.17, 0.15, 0.47, -0.63, -0.06, -0.72, 0.21, 0.21, 0.19, 0.18, 0.15, 0.46], "multiplicity": 1, "total_charge": -1, "orbital_gap_ev": 4.32, "total_energy_ev": -30020.039}